Entry 1:
2 unconnected molecules or ions with the total composition C24H39B3NO7P at a distorted geometry. Source: the Open Molecules 2025 dataset; level of theory: wB97M-V/def2-TZVPD.

Computed properties:
SMILES: Cc1cccc(CB2OB(CCCCN)OB(CCCc3ccccc3)O2)c1.COP(=O)(OC)OC
E_tot in hartree: -1935.07636
Orbital gap in eV: 5.5

Geometry (Å):
1 C 1.66 1.74 2.81
2 C 1.28 0.29 2.25
3 C 0.46 -0.79 3.02
4 C 0.18 -2.16 2.31
5 C 0.65 -2.48 0.84
6 C 1.43 -1.38 0.08
7 C 1.95 -1.52 -1.45
8 B 0.92 -0.62 -2.34
9 O -0.51 -0.83 -2.10
10 B -1.03 0.49 -1.74
11 C -1.71 0.68 -0.28
12 C -2.98 1.68 -0.26
13 C -2.59 3.23 -0.45
14 C -3.70 4.18 0.27
15 N -3.91 5.47 -0.50
16 O -0.90 1.53 -2.75
17 B 0.52 1.60 -3.12
18 C 1.15 3.10 -3.24
19 C 2.76 3.11 -3.40
20 C 3.55 2.56 -2.12
21 C 4.01 3.68 -1.08
22 C 4.72 3.16 0.23
23 C 5.24 4.07 1.36
24 C 5.05 5.60 1.21
25 C 4.35 6.14 -0.08
26 C 3.83 5.21 -1.23
27 O 1.30 0.38 -3.31
28 C 1.73 -0.04 0.81
29 H 1.61 1.83 3.95
30 H 0.98 2.49 2.28
31 H 2.73 1.97 2.47
32 H 0.08 -0.58 4.07
33 H -0.42 -2.93 2.92
34 H 0.45 -3.47 0.31
35 H 2.01 -2.61 -1.80
36 H 3.03 -1.11 -1.51
37 H -0.96 1.08 0.51
38 H -2.09 -0.33 0.13
39 H -3.77 1.36 -1.01
40 H -3.46 1.57 0.79
41 H -1.53 3.47 -0.06
42 H -2.66 3.45 -1.58
43 H -4.73 3.66 0.33
44 H -3.37 4.44 1.34
45 H -4.80 5.42 -1.03
46 H -3.15 5.59 -1.19
47 H 0.64 3.69 -4.08
48 H 0.92 3.63 -2.25
49 H 2.99 2.37 -4.26
50 H 3.14 4.13 -3.78
51 H 4.51 2.04 -2.48
52 H 2.98 1.76 -1.52
53 H 4.83 2.02 0.36
54 H 5.74 3.55 2.26
55 H 5.46 6.27 2.04
56 H 4.25 7.29 -0.12
57 H 3.30 5.64 -2.15
58 H 2.32 0.75 0.23
59 C -1.81 -7.96 2.99
60 O -1.81 -7.75 1.58
61 P -2.61 -6.35 1.00
62 O -2.17 -5.52 2.20
63 O -4.09 -7.03 1.32
64 C -4.31 -8.43 1.10
65 O -3.42 -4.96 0.38
66 C -2.99 -4.57 -0.92
67 H -1.51 -9.00 3.18
68 H -1.10 -7.30 3.48
69 H -2.81 -7.81 3.41
70 H -4.13 -8.98 2.03
71 H -3.68 -8.83 0.30
72 H -5.36 -8.58 0.83
73 H -3.19 -5.38 -1.63
74 H -1.93 -4.34 -0.91
75 H -3.55 -3.69 -1.23

Entry 2:
A single C2H4N4O molecule at a distorted geometry. Source: the Open Molecules 2025 dataset; level of theory: wB97M-V/def2-TZVPD.

Computed properties:
SMILES: [H]/N=c1/cnon1N
Energy relative to the best compared isomer or geometry (same formula, charge and spin) in kJ/mol: 492.85
E_tot in hartree: -372.71261
Orbital gap in eV: 9.5

Geometry (Å):
1 H -2.23 0.90 -0.30
2 N -1.43 1.57 -0.08
3 C -0.40 0.74 -0.06
4 C 1.00 1.07 0.17
5 N 1.83 0.11 0.09
6 O 1.08 -1.06 -0.16
7 N -0.35 -0.65 -0.46
8 N -1.29 -1.28 0.33
9 H 1.38 1.97 0.57
10 H -1.14 -1.22 1.37
11 H -1.60 -2.22 -0.17